Computed, not measured: one molecule with the formula C14H11BO2, with ωB97M-V/def2-TZVPD.

HOMO energy, Eh: -0.2945
SMILES string: OB(O)c1cc2ccccc2c2ccccc12

Each line ends with the Löwdin charge.
Cartesian coordinates (Å):
O1 1.15 3.70 -1.34  0.12
O2 0.60 3.60 1.03  0.10
B1 0.71 2.92 -0.24  -0.52
C1 -2.61 -1.81 -2.30  -0.11
C2 2.41 -0.13 2.35  -0.10
C3 -2.25 -2.77 -1.36  -0.08
C4 1.74 -1.26 2.67  -0.08
C5 -2.16 -0.57 -2.18  -0.05
C6 -0.73 1.08 -1.14  0.02
C7 1.93 0.80 1.43  -0.02
C8 0.32 1.43 -0.33  -0.02
C9 -1.34 -2.49 -0.34  -0.02
C10 0.72 -1.60 1.75  -0.03
C11 -1.29 -0.19 -1.14  -0.18
C12 0.88 0.47 0.59  -0.14
C13 -0.84 -1.15 -0.22  -0.05
C14 0.30 -0.79 0.72  -0.09
H1 1.80 4.36 -1.04  0.11
H2 0.73 4.55 0.75  0.11
H3 -3.13 -2.13 -3.19  0.11
H4 3.31 0.08 2.93  0.11
H5 -2.80 -3.72 -1.30  0.11
H6 2.09 -1.93 3.48  0.12
H7 -2.39 0.18 -3.00  0.14
H8 -1.05 1.75 -1.90  0.12
H9 2.61 1.60 1.31  0.11
H10 -1.05 -3.34 0.29  0.10
H11 0.33 -2.66 1.70  0.12